ORCA calculation (ωB97M-V/def2-TZVPD) on one molecule with the formula C7H11B at a distorted geometry.

Output
F_max	5.1	eV Å⁻¹
SMILES	CB1[C@H]2CC=C(C)[C@@H]12
ΔE to the lowest compared entry with this formula, charge and spin	4.25	kcal per mole

ORCA input file:
```
! RIJCOSX wB97M-V def2-TZVPD def2/J DEFGRID3
* xyz 0 1
B -0.94 1.07 0.01
C 0.43 -1.55 -0.28
C 1.04 -0.62 0.37
C -1.01 -1.65 0.02
C 0.01 0.35 0.96
C -1.38 -0.27 0.68
C -1.24 2.12 -1.11
C 2.43 -0.20 0.35
H 0.88 -2.41 -0.89
H -1.59 -1.73 -0.94
H -1.29 -2.39 0.64
H 0.33 0.93 1.80
H -2.05 -0.47 1.50
H -0.68 3.14 -0.97
H -2.37 2.36 -1.16
H -1.00 1.68 -2.15
H 2.57 0.63 -0.28
H 3.02 -1.09 0.08
H 2.83 0.11 1.37
*
```

ORCA calculation (ωB97M-V/def2-TZVPD) on a 2-piece molecular cluster, C7H11Br2 overall at a distorted geometry.

Output
F_max	4.6	eV Å⁻¹
ΔE to the lowest compared entry with this formula, charge and spin	11.84	kcal per mole

ORCA input file:
```
! RIJCOSX wB97M-V def2-TZVPD def2/J DEFGRID3
* xyz 0 2
Br 0.89 0.25 -2.83
Br 3.12 -0.04 1.66
C -2.46 0.25 0.11
C -0.98 0.21 -0.27
C -0.34 -1.09 0.20
C 1.14 -1.24 0.02
C 1.95 0.08 0.10
C 1.12 1.32 0.29
C -0.17 1.33 0.21
H -2.92 1.19 -0.26
H -3.01 -0.57 -0.31
H -2.59 0.24 1.21
H -0.92 0.23 -1.39
H -0.61 -1.24 1.24
H -0.85 -1.95 -0.33
H 1.50 -1.91 0.80
H 1.38 -1.75 -0.92
H 2.75 0.13 -0.65
H 1.78 2.28 0.51
H -0.76 2.27 0.61
*
```

ORCA calculation (ωB97M-V/def2-TZVPD) on C7H11CaO6 as an isolated structure at a distorted geometry.

Output
total energy	-38153.0573	eV
F_max	5.8	eV Å⁻¹

ORCA input file:
```
! RIJCOSX wB97M-V def2-TZVPD def2/J DEFGRID3
* xyz 1 1
O -0.87 0.76 -2.05
O -2.38 -0.23 -3.38
O -2.79 0.10 -1.22
C -2.01 0.22 -2.21
C -3.65 0.16 -3.90
H -3.49 1.01 -4.57
H -4.43 0.47 -3.20
H -4.05 -0.74 -4.39
Ca -1.25 0.95 0.06
C 1.03 -0.22 1.23
H 2.07 0.08 1.17
C -0.01 -1.14 1.11
H -0.58 -1.48 1.98
O 2.38 -1.82 0.10
C 1.46 -2.64 0.14
O 0.20 -2.21 0.23
O 1.58 -3.78 0.73
C 1.33 -4.96 -0.09
C 2.27 -6.04 0.37
H 1.49 -4.70 -1.14
H 0.28 -5.23 0.05
H 3.30 -5.74 0.16
H 2.06 -6.98 -0.16
H 2.17 -6.22 1.45
H 0.93 0.62 1.94
*
```

ORCA calculation (ωB97M-V/def2-TZVPD) on a 5-piece molecular cluster, C7H11Cl13 overall at a distorted geometry.

Output
F_max	2.1	eV Å⁻¹
SMILES	ClC(Cl)Cl.ClC(Cl)Cl.ClC(Cl)Cl.ClCCCl.ClCCCl
ΔE to the lowest compared entry with this formula, charge and spin	34.65	kcal per mole

ORCA input file:
```
! RIJCOSX wB97M-V def2-TZVPD def2/J DEFGRID3
* xyz 0 1
Cl 3.31 3.73 6.61
C 1.71 2.96 7.04
C 0.51 3.73 6.50
Cl -1.03 3.03 7.04
H 1.60 2.90 8.13
H 1.71 1.89 6.84
H 0.63 3.92 5.43
H 0.45 4.75 6.87
Cl -5.91 -7.43 -1.19
C -4.47 -6.87 -2.12
C -4.36 -5.31 -2.10
Cl -5.52 -4.57 -3.25
H -4.73 -7.31 -3.09
H -3.59 -7.32 -1.66
H -3.37 -4.97 -2.42
H -4.53 -4.93 -1.10
C 0.69 1.11 -1.46
Cl 0.31 2.28 -0.05
Cl 0.59 2.00 -3.02
Cl -0.47 -0.18 -1.51
H 1.63 0.57 -1.39
C 1.02 6.82 -5.79
Cl -0.49 6.85 -4.68
Cl 1.44 8.57 -6.18
Cl 0.66 5.88 -7.27
H 1.79 6.32 -5.20
C 4.21 -3.79 -0.08
Cl 4.82 -2.97 -1.55
Cl 2.92 -4.84 -0.66
Cl 3.44 -2.52 0.89
H 5.02 -4.31 0.42
*
```

ORCA calculation (ωB97M-V/def2-TZVPD) on an isolated ion of composition C7H11FNOS and charge +1.

Output
F_max	0.9	eV Å⁻¹
SMILES	[NH3+]C[C@H](F)[C@H](O)c1cccs1
ΔE to the lowest compared entry with this formula, charge and spin	0.00	kcal per mole

ORCA input file:
```
! RIJCOSX wB97M-V def2-TZVPD def2/J DEFGRID3
* xyz 1 1
C -3.09 0.04 -0.99
C -2.06 -0.89 -0.69
C -3.00 1.18 -0.28
C -1.21 -0.43 0.26
C 1.69 0.80 0.59
C -0.01 -1.13 0.83
C 1.30 -0.61 0.13
N 2.60 1.39 -0.43
O -0.15 -2.50 0.61
F 1.10 -0.53 -1.23
S -1.66 1.16 0.81
H -3.86 -0.15 -1.72
H -1.96 -1.85 -1.15
H -3.63 2.05 -0.30
H 0.79 1.41 0.64
H 2.17 0.77 1.56
H 0.09 -0.89 1.90
H 2.10 -1.34 0.27
H 2.74 2.39 -0.28
H 2.17 1.23 -1.36
H 3.52 0.92 -0.44
H 0.33 -3.02 1.26
*
```

ORCA calculation (ωB97M-V/def2-TZVPD) on C7H11GdO6 as an isolated structure at a distorted geometry.

Output
F_max	5.8	eV Å⁻¹
ΔE to the lowest compared entry with this formula, charge and spin	0.00	kcal per mole

ORCA input file:
```
! RIJCOSX wB97M-V def2-TZVPD def2/J DEFGRID3
* xyz 2 8
O 2.14 -1.94 1.83
O 3.94 -1.14 0.75
O 2.93 0.05 2.33
C 3.00 -1.02 1.66
C 5.30 -0.99 1.15
H 5.62 -1.91 1.65
H 5.51 -0.15 1.82
H 5.86 -0.80 0.23
Gd 0.90 -0.68 3.45
C -1.83 -0.48 2.14
H -2.25 -1.47 2.00
C -1.19 0.51 1.43
H -1.27 1.57 1.69
O -2.29 -1.27 -0.54
C -1.81 -0.17 -0.73
O -0.88 0.35 0.10
O -2.43 0.81 -1.30
C -2.04 1.12 -2.67
C -3.30 1.37 -3.46
H -1.48 0.27 -3.06
H -1.39 2.00 -2.63
H -3.87 0.43 -3.54
H -3.06 1.71 -4.47
H -3.93 2.12 -2.97
H -2.18 -0.27 3.15
*
```